[1]
Computed, not measured: C49H46Br6LuN9O4PS as an isolated structure in a non-equilibrium geometry, with wB97M-V/def2-TZVPD.

## Properties
frontier orbital gap	5.447	eV
E_tot	-20108.18595	a.u.
LUMO	1.1	eV
energy relative to the best compared isomer or geometry (same formula, charge and spin)	0.0	kcal/mol
charge	-1

XYZ file:
```
117
Properties=species:S:1:pos:R:3:mulliken_charge:R:1
Lu -1.974 -0.391 0.880 2.000
Br -4.513 4.434 0.955 -0.215
C -3.920 3.443 -0.526 -0.223
C -4.301 3.901 -1.795 -0.141
C -3.857 3.296 -2.943 -0.230
Br -4.420 3.947 -4.641 -0.270
C -2.964 2.200 -2.837 1.448
C -2.292 1.570 -3.908 -1.182
C -1.543 0.467 -3.711 -0.875
C -1.455 -0.059 -2.383 -0.585
N -1.984 0.527 -1.348 1.074
C -2.734 1.639 -1.535 -0.965
C -3.159 2.266 -0.314 0.376
O -2.839 1.754 0.807 -0.600
H -4.944 4.807 -1.873 0.334
H -2.415 1.971 -4.914 0.247
H -0.952 -0.006 -4.468 0.490
H -0.913 -0.954 -2.221 0.511
N 6.984 -4.922 4.468 -0.567
C 5.994 -4.522 4.039 -0.095
C 4.746 -4.016 3.536 0.678
C 3.540 -4.265 4.227 -1.075
C 2.399 -3.621 3.811 -0.087
C 2.369 -2.856 2.644 -0.004
C 3.513 -2.764 1.871 0.017
C 4.724 -3.281 2.347 -1.120
C 1.057 -2.278 2.226 0.842
C 0.446 -2.756 1.040 -0.398
C 0.809 -3.970 0.473 -0.073
C -0.140 -4.294 -0.484 -2.954
C -1.037 -3.189 -0.484 0.168
N -0.689 -2.273 0.424 0.792
C 0.494 -1.377 3.111 0.192
C 1.021 -0.880 4.332 -0.286
C 0.086 -0.066 4.893 -2.062
C -1.008 -0.052 3.976 -0.616
N -0.793 -0.811 2.917 -0.230
H 3.623 -4.796 5.174 0.404
H 1.520 -3.769 4.409 0.535
H 3.513 -2.208 0.938 0.594
H 5.634 -3.051 1.854 0.495
H 1.579 -4.681 0.814 0.533
H -0.253 -5.229 -1.020 0.728
H -1.897 -3.008 -1.107 0.470
H 1.982 -1.160 4.749 0.626
H 0.079 0.421 5.859 0.466
H -1.943 0.465 4.085 0.939
Br -7.325 -5.160 0.462 -0.225
C -6.250 -3.698 0.983 0.420
C -6.383 -3.136 2.249 0.089
Br -7.884 -3.639 3.348 -0.227
C -5.514 -2.123 2.663 -0.255
Br -5.747 -1.276 4.375 -0.195
C -4.506 -1.628 1.829 0.283
O -3.651 -0.711 2.135 -0.524
C -4.434 -2.181 0.514 0.118
O -3.514 -1.631 -0.241 -0.502
C -5.260 -3.227 0.133 -0.688
Br -5.008 -3.987 -1.613 -0.191
O 0.098 0.850 0.644 1.873
P 0.798 2.150 0.623 -2.010
N 2.262 1.999 1.384 0.629
C 3.127 3.106 1.744 -0.334
C 4.012 2.433 2.777 -1.140
C 4.240 1.027 2.268 -0.668
C 2.998 0.743 1.373 1.188
N 0.033 3.342 1.437 0.657
C -0.571 3.031 2.747 0.185
C -0.939 4.425 3.244 -0.620
C 0.016 5.353 2.565 -0.820
C 0.112 4.749 1.151 -0.834
N 1.152 2.830 -0.843 0.469
C 0.118 3.357 -1.738 0.789
C 0.964 4.164 -2.749 -1.083
C 2.192 3.264 -2.923 -0.783
C 2.441 2.625 -1.520 0.138
H 2.609 3.986 2.105 0.017
H 3.696 3.398 0.857 0.284
H 3.524 2.426 3.739 0.299
H 4.919 3.007 2.895 0.490
H 4.329 0.263 3.056 0.316
H 5.144 0.950 1.659 0.404
H 2.370 -0.090 1.694 -1.203
H 3.320 0.431 0.355 -0.076
H 0.199 2.566 3.352 0.181
H -1.438 2.364 2.616 -0.407
H -0.935 4.488 4.346 0.441
H -1.973 4.634 2.863 0.114
H 0.987 5.391 3.029 0.287
H -0.360 6.385 2.481 0.433
H 1.015 5.001 0.603 0.290
H -0.740 5.072 0.538 0.444
H -0.564 3.969 -1.134 -0.128
H -0.419 2.537 -2.183 -0.452
H 1.239 5.148 -2.412 0.364
H 0.442 4.300 -3.683 0.435
H 3.074 3.751 -3.309 0.501
H 1.929 2.465 -3.606 0.246
H 3.229 3.187 -0.999 0.071
H 2.744 1.615 -1.633 -0.147
C -0.789 -4.840 -3.822 -1.320
C -0.061 -3.610 -4.284 1.415
C -0.047 -3.211 -5.606 -1.148
C 0.766 -2.109 -5.929 0.991
N 1.422 -1.434 -5.015 -0.499
C 1.348 -1.792 -3.705 -0.110
S 2.094 -0.880 -2.515 -0.311
N 0.624 -2.911 -3.370 0.109
C 1.060 -1.727 -7.355 -1.339
H -1.131 -5.464 -4.684 0.415
H -1.689 -4.531 -3.307 0.261
H -0.161 -5.417 -3.149 0.294
H -0.599 -3.830 -6.321 0.338
H 0.673 -3.175 -2.368 -0.161
H 1.976 -2.217 -7.662 0.306
H 1.151 -0.636 -7.485 0.335
H 0.271 -2.120 -8.020 0.374
```



[2]
Computed, not measured: a 6-piece molecular cluster, C58H48BBrNO17P overall in a non-equilibrium geometry, with wB97M-V/def2-TZVPD.

## Properties
frontier orbital gap	6.402	eV
E_tot	-6511.79334	a.u.
LUMO	-1.8	eV
structure (SMILES)	C=Cc1c(O)c2c(c(CCN)c1B(O)CC)C(=O)c1c(cc(Br)c(P(=O)(O)O)c1Cc1ccc(C)cc1)C2=O.O=C1C=CC(=O)C=C1.O=C1C=CC(=O)C=C1.O=C1C=CC(=O)C=C1.O=C1C=CC(=O)C=C1.O=C1C=CC(=O)C=C1

XYZ file:
```
127
Properties=species:S:1:pos:R:3:mulliken_charge:R:1
C -2.182 6.030 -6.056 -0.600
C -1.058 5.172 -6.590 -0.543
C -0.714 3.827 -5.658 0.118
C 0.317 4.036 -4.395 -0.276
O 0.952 5.359 -4.115 -0.497
C 0.635 2.740 -3.437 0.382
C 0.016 1.209 -3.689 0.437
C -0.969 1.027 -4.987 -0.040
C -1.614 -0.432 -5.386 0.294
C -0.792 -0.977 -6.737 -0.567
N 0.620 -0.407 -6.660 -0.349
C -1.349 2.329 -5.947 0.534
B -2.384 2.233 -7.258 0.475
O -1.903 1.718 -8.570 -0.574
C -3.988 2.667 -7.165 -0.110
C -4.940 1.547 -6.440 -0.831
C 0.435 0.003 -2.626 0.397
O 0.707 -1.223 -3.079 -0.561
C 0.527 0.472 -1.032 -0.304
C 1.192 1.986 -0.793 0.316
C 1.298 2.493 0.762 -0.711
C 0.805 1.512 2.023 -0.086
Br 1.011 2.276 3.857 -0.081
C 0.154 0.024 1.816 0.729
P -0.458 -1.177 3.154 1.124
O -0.252 -0.724 4.649 -0.657
O 0.253 -2.802 3.043 -0.515
O -2.208 -1.409 2.956 -0.503
C -0.006 -0.486 0.231 -0.238
C -0.678 -1.923 -0.212 -0.364
C -2.183 -1.670 -0.896 0.346
C -3.337 -0.714 -0.154 -0.110
C -4.857 -0.496 -0.803 -0.669
C -5.305 -1.187 -2.226 0.516
C -6.808 -0.920 -2.839 -0.833
C -4.174 -2.140 -2.973 -0.445
C -2.664 -2.366 -2.319 -0.479
C 1.656 2.872 -2.119 -0.093
O 2.776 3.617 -2.179 -0.495
H -2.160 7.200 -6.053 0.283
H -3.083 5.433 -5.572 0.199
H -0.456 5.460 -7.552 0.291
H 0.494 5.705 -3.293 0.335
H -1.436 -1.263 -4.568 -0.360
H -2.765 -0.418 -5.603 -0.097
H -1.356 -0.726 -7.734 0.250
H -0.730 -2.151 -6.629 0.360
H 1.095 -1.015 -5.933 0.200
H 1.110 -0.473 -7.586 0.098
H -1.169 2.355 -8.839 0.294
H -4.398 2.825 -8.249 0.199
H -4.104 3.667 -6.524 -0.056
H -4.540 0.448 -6.524 0.185
H -5.983 1.555 -7.020 0.354
H -5.178 1.881 -5.343 0.267
H 1.730 3.574 0.980 0.341
H -0.265 -3.389 3.701 0.457
H -2.585 -0.587 3.433 0.392
H 0.034 -2.550 -0.935 0.349
H -0.890 -2.652 0.703 0.297
H -3.128 -0.155 0.859 0.146
H -5.660 0.155 -0.240 0.172
H -6.721 -0.256 -3.825 0.148
H -7.329 -1.930 -3.132 0.283
H -7.398 -0.269 -2.065 0.282
H -4.517 -2.634 -4.003 0.253
H -1.945 -3.070 -2.957 0.284
O 1.942 -1.333 -9.178 -0.625
C 2.394 -0.546 -9.998 0.444
C 3.824 -0.557 -10.365 -0.427
C 4.318 0.305 -11.259 -0.380
C 3.454 1.304 -11.920 0.349
O 3.907 2.091 -12.740 -0.549
C 2.024 1.315 -11.554 -0.373
C 1.531 0.453 -10.659 -0.252
H 4.444 -1.296 -9.872 0.417
H 5.364 0.311 -11.539 0.401
H 1.405 2.054 -12.047 0.424
H 0.484 0.448 -10.380 0.531
O -0.437 -5.026 4.557 -0.595
C 0.148 -5.774 5.328 0.312
C -0.470 -7.031 5.794 -0.433
C 0.169 -7.847 6.637 -0.511
C 1.520 -7.528 7.138 0.325
O 2.105 -8.277 7.909 -0.585
C 2.139 -6.271 6.672 -0.275
C 1.500 -5.455 5.829 -0.205
H -1.462 -7.251 5.417 0.440
H -0.271 -8.772 6.990 0.408
H 3.130 -6.051 7.049 0.484
H 1.939 -4.530 5.476 0.473
O 2.147 -4.233 8.866 -0.515
C 2.958 -4.301 9.780 0.420
C 3.630 -3.094 10.299 -0.415
C 4.517 -3.169 11.296 -0.351
C 4.862 -4.462 11.921 0.325
O 5.673 -4.529 12.835 -0.552
C 4.190 -5.669 11.401 -0.380
C 3.302 -5.593 10.405 -0.157
H 3.366 -2.154 9.831 0.452
H 5.020 -2.294 11.688 0.416
H 4.454 -6.609 11.870 0.432
H 2.800 -6.469 10.012 0.343
O 4.223 4.042 4.836 -0.551
C 4.808 3.293 5.607 0.491
C 4.189 2.036 6.073 -0.055
C 4.828 1.220 6.917 -0.525
C 6.180 1.539 7.418 0.358
O 6.765 0.790 8.189 -0.564
C 6.798 2.796 6.952 -0.360
C 6.159 3.612 6.108 -0.377
H 3.198 1.816 5.696 0.187
H 4.389 0.295 7.269 0.512
H 7.790 3.016 7.329 0.407
H 6.599 4.537 5.756 0.418
O -2.679 1.551 4.013 -0.355
C -3.101 2.679 4.227 0.276
C -4.520 3.021 4.009 -0.343
C -4.980 4.254 4.240 -0.380
C -4.089 5.327 4.725 0.327
O -4.511 6.455 4.939 -0.558
C -2.670 4.985 4.944 -0.445
C -2.210 3.752 4.712 -0.156
H -5.161 2.223 3.653 0.438
H -6.018 4.522 4.085 0.404
H -2.029 5.783 5.299 0.431
H -1.172 3.484 4.868 0.258
```



> What is the formula in the first record?

C49H46Br6LuN9O4PS